Record 1
CBrNOS | ωB97M-V/def2-TZVPD

Positions of all 5 atoms, in Å:
C (-1.02, -0.32, 0.90)
N (-1.19, -0.52, 2.08)
O (-0.93, 0.03, -0.21)
S (1.27, 1.31, -1.06)
Br (1.87, -0.51, -1.71)

Summary:
- HOMO (alpha / beta) (eV) = -9.2302 / -9.2834
- LUMO (alpha / beta) (eV) = -4.48 / -4.46
- charge = 0
- energy above the lowest of the compared OMol25 structures with the same formula, charge and spin (kcal per mole) = 85.9

Record 2
C20H30N2O5 | ωB97M-V/def2-TZVPD

Positions of all 57 atoms, in Å:
C (-8.59, -1.04, 1.52)
C (-7.09, -1.27, 1.43)
C (-6.52, -0.78, 0.10)
C (-5.01, -1.00, 0.01)
C (-4.42, -0.59, -1.34)
C (-4.34, 0.93, -1.51)
O (-3.52, 1.54, -0.53)
C (-2.16, 1.44, -0.63)
C (-1.46, 0.90, -1.71)
C (-0.07, 0.90, -1.69)
C (0.64, 1.40, -0.61)
C (-0.06, 1.94, 0.46)
C (-1.44, 1.96, 0.44)
H (-1.99, 2.38, 1.27)
H (0.46, 2.33, 1.32)
O (2.01, 1.31, -0.68)
C (2.79, 2.30, -0.05)
H (3.62, 2.50, -0.73)
H (2.20, 3.22, 0.07)
C (3.39, 1.91, 1.32)
O (2.43, 1.71, 2.32)
H (2.10, 0.79, 2.27)
H (3.97, 2.78, 1.65)
C (4.36, 0.73, 1.20)
N (3.83, -0.41, 0.48)
C (2.78, -1.18, 0.84)
O (2.07, -1.01, 1.81)
C (2.67, -2.30, -0.19)
N (3.69, -1.90, -1.13)
C (4.38, -0.81, -0.76)
O (5.30, -0.27, -1.31)
H (3.87, -2.39, -2.00)
C (3.00, -3.64, 0.47)
H (2.31, -3.81, 1.29)
H (2.91, -4.44, -0.25)
H (4.02, -3.62, 0.86)
C (1.27, -2.32, -0.81)
H (1.07, -1.38, -1.31)
H (0.53, -2.46, -0.03)
H (1.19, -3.13, -1.53)
H (5.26, 1.04, 0.65)
H (4.64, 0.41, 2.21)
H (0.47, 0.51, -2.54)
H (-1.97, 0.50, -2.57)
H (-5.32, 1.38, -1.35)
H (-4.00, 1.19, -2.52)
H (-5.03, -0.99, -2.16)
H (-3.41, -1.01, -1.43)
H (-4.80, -2.06, 0.17)
H (-4.51, -0.44, 0.79)
H (-6.75, 0.28, -0.02)
H (-7.02, -1.32, -0.72)
H (-6.59, -0.74, 2.24)
H (-6.87, -2.33, 1.55)
H (-9.11, -1.57, 0.72)
H (-8.98, -1.39, 2.47)
H (-8.83, 0.02, 1.43)

Summary:
- SMILES = CCCCCCOc1ccc(OC[C@@H](O)CN2C(=O)NC(C)(C)C2=O)cc1
- HOMO (eV) = -7.9226
- LUMO (eV) = 0.67
- charge = 0
- energy above the lowest of the compared OMol25 structures with the same formula, charge and spin (kcal per mole) = 38.7

Record 3
C40H36CoN6O7S3Sb | ωB97M-V/def2-TZVPD

Positions of all 94 atoms, in Å:
Co (0.40, -1.84, -0.70)
C (3.25, -3.24, -0.07)
N (2.51, -2.86, -1.26)
C (3.28, -2.20, -2.31)
C (2.34, -1.41, -3.16)
N (1.05, -1.42, -2.98)
C (0.53, -0.58, -3.97)
C (-0.78, -0.23, -4.25)
C (-1.00, 0.65, -5.29)
C (0.06, 1.18, -6.05)
C (1.38, 0.83, -5.78)
C (1.58, -0.06, -4.73)
N (2.73, -0.62, -4.19)
C (2.32, -3.19, 1.10)
N (1.34, -2.33, 1.17)
C (0.80, -2.47, 2.46)
C (-0.21, -1.77, 3.10)
C (-0.50, -2.11, 4.40)
C (0.20, -3.13, 5.07)
C (1.22, -3.82, 4.45)
C (1.51, -3.46, 3.14)
N (2.48, -3.90, 2.24)
H (4.01, -2.48, 0.11)
H (3.74, -4.21, -0.14)
H (1.96, -3.63, -1.64)
H (3.84, -2.91, -2.94)
H (4.00, -1.53, -1.84)
H (-1.59, -0.63, -3.65)
H (-2.01, 0.96, -5.52)
H (-0.15, 1.87, -6.85)
H (2.20, 1.22, -6.37)
H (3.68, -0.42, -4.46)
H (-0.75, -0.99, 2.58)
H (-1.28, -1.57, 4.93)
H (-0.06, -3.37, 6.09)
H (1.77, -4.60, 4.96)
H (3.15, -4.63, 2.39)
O (-3.12, -3.61, -0.61)
S (-2.03, -2.72, -0.83)
O (-1.56, -2.03, 0.47)
O (-0.80, -3.38, -1.36)
O (-2.38, -1.54, -1.71)
S (-0.10, 0.42, -0.70)
Sb (-2.39, 0.17, -0.10)
C (-4.23, -0.81, 0.38)
C (-5.23, -0.93, -0.58)
C (-6.39, -1.65, -0.28)
C (-6.54, -2.24, 0.96)
C (-5.53, -2.12, 1.91)
C (-4.38, -1.41, 1.62)
C (-3.16, 1.73, -1.34)
C (-2.37, 2.35, -2.31)
C (-2.87, 3.39, -3.07)
C (-4.17, 3.84, -2.88)
C (-4.97, 3.24, -1.90)
C (-4.47, 2.19, -1.14)
C (-2.23, 1.22, 1.79)
C (-1.00, 1.71, 2.25)
C (-0.94, 2.48, 3.40)
C (-2.09, 2.78, 4.11)
C (-3.32, 2.30, 3.66)
C (-3.39, 1.53, 2.51)
H (-5.11, -0.49, -1.56)
H (-7.16, -1.76, -1.03)
H (-7.43, -2.81, 1.19)
H (-5.64, -2.60, 2.88)
H (-3.58, -1.35, 2.35)
H (-1.35, 2.01, -2.45)
H (-2.24, 3.86, -3.82)
H (-4.57, 4.65, -3.48)
H (-5.98, 3.59, -1.74)
H (-5.09, 1.74, -0.38)
H (-0.10, 1.49, 1.69)
H (0.02, 2.86, 3.74)
H (-2.04, 3.39, 5.00)
H (-4.23, 2.54, 4.21)
H (-4.35, 1.17, 2.17)
N (3.16, 0.11, 0.63)
C (4.10, 1.16, 0.80)
C (4.43, 1.63, 2.06)
C (5.43, 2.58, 2.23)
C (6.11, 3.08, 1.12)
C (5.77, 2.63, -0.14)
C (4.78, 1.67, -0.31)
S (7.36, 4.35, 1.35)
O (8.19, 3.83, 2.42)
O (8.02, 4.43, 0.06)
O (6.60, 5.54, 1.71)
H (2.54, -0.01, 1.41)
H (2.63, 0.17, -0.23)
H (3.90, 1.23, 2.93)
H (5.69, 2.94, 3.21)
H (6.31, 3.03, -0.99)
H (4.51, 1.31, -1.30)

Summary:
- HOMO (alpha / beta) (eV) = -5.1460 / -5.1459
- expectation value of S² = 3.76
- LUMO (alpha / beta) (eV) = 1.51 / 1.50
- charge = -1
- spin multiplicity = 4
- energy above the lowest of the compared OMol25 structures with the same formula, charge and spin (kcal per mole) = 0.0

Record 4
C19H31BCoF16LiO5 | ωB97M-V/def2-TZVPD

Positions of all 74 atoms, in Å:
Co (-3.04, 1.90, 5.53)
Li (1.69, 0.14, 4.41)
C (-1.36, 0.04, 1.82)
O (-1.14, 0.59, 3.07)
H (-2.12, 0.46, 1.16)
H (-0.40, -0.20, 1.36)
H (-1.87, -0.92, 1.91)
B (-5.81, 2.50, 4.47)
H (-6.73, 2.80, 3.98)
H (-6.10, 2.06, 5.41)
H (-5.29, 1.66, 4.06)
H (-5.11, 3.30, 4.66)
C (2.53, 0.95, -2.94)
C (3.27, 2.10, -3.64)
C (4.84, 2.15, -3.44)
F (5.64, 1.13, -3.82)
F (5.42, 3.40, -3.83)
F (2.97, 2.31, -4.87)
F (2.93, 3.18, -2.95)
O (2.82, -0.24, -3.69)
C (1.82, -1.32, -3.58)
C (2.61, -2.53, -4.17)
F (3.62, -2.85, -3.40)
F (1.75, -3.52, -4.36)
F (1.60, -1.55, -2.31)
F (0.73, -0.97, -4.21)
H (1.50, 1.26, -3.11)
H (2.88, 0.87, -1.91)
H (4.92, 2.24, -2.36)
H (3.11, -2.33, -5.12)
C (-6.00, 0.14, -3.68)
C (-4.84, 0.91, -4.41)
C (-3.84, 1.53, -3.45)
F (-2.71, 2.06, -4.06)
F (-4.23, 2.50, -2.64)
F (-4.31, 0.12, -5.40)
F (-5.50, 1.87, -5.03)
O (-5.45, -0.98, -3.00)
C (-6.32, -2.01, -2.71)
C (-5.65, -3.13, -1.89)
F (-5.22, -2.54, -0.80)
F (-6.46, -4.14, -1.46)
F (-7.38, -1.49, -2.06)
F (-6.87, -2.67, -3.78)
H (-6.66, -0.19, -4.48)
H (-6.42, 0.62, -2.79)
H (-3.47, 0.76, -2.78)
H (-4.82, -3.47, -2.51)
C (3.70, 4.39, 4.11)
C (5.05, 3.85, 3.64)
C (4.79, 2.62, 2.82)
O (3.33, 2.60, 2.67)
C (2.79, 3.89, 3.00)
H (3.57, 5.47, 4.19)
H (3.38, 3.91, 5.03)
H (5.75, 3.60, 4.44)
H (5.49, 4.60, 2.99)
H (5.29, 1.69, 3.11)
H (5.21, 2.93, 1.86)
H (1.75, 3.84, 3.31)
H (2.76, 4.53, 2.12)
C (2.42, -4.94, 2.09)
C (0.99, -4.83, 2.55)
C (1.21, -4.12, 3.80)
O (2.26, -3.19, 3.46)
C (3.13, -3.61, 2.33)
H (2.57, -5.18, 1.04)
H (3.00, -5.62, 2.72)
H (0.56, -5.77, 2.88)
H (0.43, -4.26, 1.81)
H (1.60, -4.72, 4.62)
H (0.32, -3.59, 4.14)
H (4.17, -3.58, 2.65)
H (2.95, -2.98, 1.45)

Summary:
- HOMO (alpha / beta) (eV) = -9.9387 / -10.4464
- expectation value of S² = 3.86
- LUMO (alpha / beta) (eV) = -5.43 / -7.70
- charge = +1
- spin multiplicity = 4

Record 5
C16H34CoF6N2O6 | ωB97M-V/def2-TZVPD

Positions of all 65 atoms, in Å:
Co (-25.00, -23.58, 9.73)
C (-23.86, -21.90, 12.53)
O (-22.47, -22.14, 12.25)
O (-24.52, -22.16, 11.31)
C (-24.24, -22.71, 13.81)
F (-23.89, -22.30, 15.02)
F (-25.56, -22.91, 13.94)
F (-23.65, -23.91, 13.65)
C (-21.47, -21.57, 13.11)
C (-20.11, -22.26, 12.66)
H (-20.06, -23.31, 12.93)
H (-19.99, -22.08, 11.59)
H (-19.20, -21.89, 13.14)
H (-21.82, -21.85, 14.10)
H (-21.27, -20.51, 12.93)
H (-23.98, -20.82, 12.62)
C (-26.01, -25.79, 7.13)
O (-27.48, -25.59, 7.34)
O (-25.40, -24.92, 8.07)
C (-25.56, -27.33, 7.02)
F (-26.05, -27.87, 5.96)
F (-24.29, -27.44, 6.94)
F (-26.03, -28.09, 7.98)
C (-28.47, -26.30, 6.51)
C (-29.78, -25.55, 6.75)
H (-29.88, -25.65, 7.83)
H (-29.85, -24.48, 6.53)
H (-30.65, -26.09, 6.37)
H (-28.53, -27.36, 6.77)
H (-28.15, -26.01, 5.51)
H (-25.74, -25.30, 6.20)
C (-28.11, -25.64, 11.72)
C (-26.82, -24.87, 11.38)
C (-25.68, -25.88, 11.05)
O (-24.45, -25.22, 10.76)
C (-23.36, -25.95, 11.16)
N (-27.10, -23.90, 10.27)
H (-27.97, -26.27, 12.60)
H (-28.45, -26.19, 10.84)
H (-28.96, -25.01, 11.96)
H (-26.46, -24.31, 12.24)
H (-26.01, -26.51, 10.22)
H (-25.72, -26.62, 11.85)
H (-23.23, -26.23, 12.21)
H (-22.42, -25.51, 10.83)
H (-23.53, -26.87, 10.61)
H (-27.90, -23.33, 10.51)
H (-27.38, -24.34, 9.41)
C (-21.83, -21.87, 7.15)
C (-23.00, -22.03, 8.17)
C (-24.31, -21.71, 7.49)
O (-25.48, -21.91, 8.37)
C (-26.64, -21.71, 7.72)
N (-22.99, -23.36, 8.87)
H (-21.86, -22.51, 6.27)
H (-20.93, -21.95, 7.76)
H (-21.76, -20.84, 6.82)
H (-22.88, -21.27, 8.94)
H (-24.44, -22.32, 6.59)
H (-24.27, -20.67, 7.16)
H (-26.80, -22.37, 6.86)
H (-26.80, -20.66, 7.48)
H (-27.47, -21.97, 8.38)
H (-22.26, -23.10, 9.51)
H (-22.61, -24.06, 8.24)

Summary:
- HOMO (alpha / beta) (eV) = -8.1293 / -8.1776
- expectation value of S² = 3.76
- LUMO (alpha / beta) (eV) = 0.61 / 0.60
- charge = 0
- spin multiplicity = 4
- energy above the lowest of the compared OMol25 structures with the same formula, charge and spin (kcal per mole) = 79.5

Record 6
C12H42B3N2O4Sn | ωB97M-V/def2-TZVPD

Positions of all 64 atoms, in Å:
Sn (-33.06, -20.92, -13.71)
B (-30.49, -23.03, -17.31)
H (-29.65, -22.36, -17.22)
H (-30.21, -23.87, -17.92)
H (-30.77, -23.47, -16.36)
H (-31.37, -22.54, -17.70)
B (-32.99, -18.17, -17.48)
H (-32.34, -17.50, -18.01)
H (-33.46, -17.67, -16.64)
H (-33.76, -18.48, -18.16)
H (-32.33, -18.92, -17.06)
B (-34.60, -25.42, -16.20)
H (-34.13, -24.78, -16.93)
H (-34.15, -26.38, -16.35)
H (-34.57, -24.95, -15.23)
H (-35.62, -25.47, -16.57)
C (-33.40, -17.05, -11.07)
O (-34.40, -17.80, -11.78)
C (-35.67, -17.05, -11.83)
C (-36.80, -17.63, -12.74)
N (-36.84, -19.04, -12.52)
C (-37.42, -19.49, -11.26)
C (-37.46, -21.11, -11.09)
O (-36.10, -21.60, -11.23)
C (-35.96, -22.92, -10.62)
H (-33.77, -16.86, -10.07)
H (-33.18, -16.05, -11.46)
H (-32.48, -17.57, -10.80)
H (-35.47, -16.00, -12.05)
H (-36.06, -16.91, -10.82)
H (-36.67, -17.39, -13.79)
H (-37.78, -17.28, -12.42)
H (-37.27, -19.57, -13.27)
H (-38.43, -19.14, -11.05)
H (-36.81, -19.10, -10.45)
H (-38.08, -21.59, -11.84)
H (-37.89, -21.27, -10.10)
H (-34.92, -23.23, -10.65)
H (-36.60, -23.66, -11.11)
H (-36.20, -22.88, -9.56)
C (-29.24, -18.85, -13.25)
O (-29.35, -19.96, -12.37)
C (-28.22, -20.74, -12.14)
C (-28.62, -22.23, -11.82)
N (-29.83, -22.34, -11.07)
C (-29.67, -21.82, -9.76)
C (-30.98, -21.68, -8.98)
O (-31.74, -20.62, -9.58)
C (-32.76, -20.20, -8.73)
H (-30.21, -18.34, -13.21)
H (-28.98, -19.22, -14.24)
H (-28.45, -18.15, -12.98)
H (-27.62, -20.36, -11.32)
H (-27.60, -20.75, -13.03)
H (-27.69, -22.65, -11.43)
H (-28.75, -22.79, -12.75)
H (-30.02, -23.33, -10.94)
H (-29.41, -20.77, -9.86)
H (-29.05, -22.37, -9.05)
H (-30.63, -21.44, -7.98)
H (-31.62, -22.54, -8.77)
H (-33.48, -21.02, -8.73)
H (-33.32, -19.31, -9.02)
H (-32.47, -20.16, -7.68)

Summary:
- HOMO (eV) = -4.7930
- LUMO (eV) = -1.85
- charge = -1

Number 1: molar mass 154.0 g mol⁻¹. Number 2: molar mass 378.5 g mol⁻¹. Number 3: molar mass 989.7 g mol⁻¹. Number 4: molar mass 720.1 g mol⁻¹. Number 5: molar mass 523.4 g mol⁻¹. Number 6: molar mass 429.6 g mol⁻¹.